Record 1
Entry from the OMol25 dataset: C27H30BBrGaN3O2S as an isolated structure in a non-equilibrium geometry (the ωB97M-V functional and the def2-TZVPD basis).

XYZ file:
```
66
C27H30BBrGaN3O2S (the ωB97M-V functional and the def2-TZVPD basis)
Ga 0.13 -0.74 -0.17
O 5.71 -0.55 2.57
C 4.58 -0.57 1.87
C 4.52 -0.53 0.47
C 3.29 -0.56 -0.14
N 2.14 -0.62 0.56
C 2.24 -0.67 1.89
Br 0.55 -0.83 2.72
C 3.40 -0.65 2.60
H 6.49 -0.53 2.00
H 5.42 -0.49 -0.13
H 3.20 -0.54 -1.22
H 3.42 -0.70 3.68
C -1.40 -4.05 1.00
N -2.05 -4.43 -0.29
C -3.38 -5.07 -0.05
C -2.12 -3.30 -1.31
C -2.63 -1.98 -0.78
C -4.01 -1.82 -0.85
C -4.65 -0.68 -0.40
C -3.88 0.34 0.15
C -2.50 0.20 0.20
C -1.83 -0.93 -0.26
H -1.37 -4.93 1.63
H -1.99 -3.27 1.47
H -0.39 -3.71 0.81
H -1.44 -5.11 -0.72
H -4.03 -4.34 0.43
H -3.24 -5.92 0.61
H -3.80 -5.39 -1.00
H -2.78 -3.67 -2.09
H -1.13 -3.21 -1.73
H -4.61 -2.60 -1.31
H -5.72 -0.58 -0.48
H -4.35 1.24 0.52
H -1.95 1.02 0.63
O 0.45 1.18 -0.19
S -0.09 2.44 0.52
C -0.87 3.42 -0.71
C -2.07 4.03 -0.37
C -2.70 4.83 -1.32
C -2.13 4.98 -2.57
C -0.93 4.35 -2.90
C -0.28 3.57 -1.97
C 1.40 3.34 0.85
C 1.27 4.51 1.59
C 2.42 5.23 1.88
C 3.66 4.78 1.45
C 3.76 3.60 0.72
C 2.62 2.87 0.41
H -2.50 3.89 0.62
H -3.63 5.32 -1.07
H -2.63 5.61 -3.31
H -0.50 4.49 -3.88
H 0.66 3.08 -2.20
H 0.30 4.86 1.93
H 2.35 6.15 2.45
H 4.55 5.34 1.68
H 4.73 3.26 0.38
H 2.68 1.96 -0.17
B 1.36 -5.01 -1.14
C 1.14 -3.47 -1.04
N 0.93 -2.33 -0.99
H 1.67 -5.39 -0.03
H 2.22 -5.20 -1.97
H 0.30 -5.49 -1.52
```

Results
Net charge: +2
Energy above the lowest of the compared OMol25 structures with the same formula, charge and spin in kcal per mole: 33.4
Strongest force on any atom in eV Å⁻¹: 1.01
Calculated total energy in eV: -170967.0991
Gap between HOMO and LUMO in eV: 9.18

Record 2
Entry from the OMol25 dataset: C27H30Br2CoIN5O3 as an isolated structure (the ωB97M-V functional and the def2-TZVPD basis).

XYZ file:
```
69
C27H30Br2CoIN5O3 (the ωB97M-V functional and the def2-TZVPD basis)
Co 1.69 0.28 0.55
Br 0.86 1.90 3.64
C -0.56 1.40 2.49
C -1.88 1.61 2.87
C -2.87 1.24 1.97
C -2.52 0.70 0.74
C -1.18 0.54 0.46
N -0.21 0.88 1.33
C -0.69 -0.03 -0.87
O -1.48 -0.36 -1.71
O 0.62 -0.09 -0.96
H -2.11 2.04 3.83
H -3.91 1.39 2.23
H -3.25 0.41 0.00
Br 4.00 -4.20 0.42
C 3.13 -3.73 -1.19
C 2.56 -4.74 -1.95
C 1.87 -4.43 -3.11
C 1.74 -3.11 -3.52
C 2.33 -2.10 -2.78
C 3.02 -2.41 -1.62
I 3.97 -0.84 -0.60
H 2.66 -5.77 -1.62
H 1.43 -5.23 -3.69
H 1.21 -2.87 -4.43
H 2.23 -1.07 -3.10
C 0.95 -5.67 3.31
N 1.52 -4.32 3.28
N 1.06 -3.36 2.51
C 1.91 -2.24 2.64
O 1.67 -1.20 2.04
C 2.92 -2.62 3.58
C 2.66 -3.90 3.96
C 3.38 -4.81 4.88
C -0.17 -3.42 1.76
C -0.11 -3.20 0.39
C -1.29 -3.24 -0.33
C -2.49 -3.50 0.32
C -2.53 -3.70 1.69
C -1.36 -3.66 2.43
H 0.43 -5.85 2.37
H 0.26 -5.75 4.15
H 1.77 -6.37 3.44
H 3.73 -1.99 3.91
H 4.18 -4.27 5.37
H 3.83 -5.65 4.33
H 2.71 -5.21 5.64
H 0.84 -3.01 -0.10
H -1.27 -3.07 -1.40
H -3.41 -3.54 -0.26
H -3.47 -3.89 2.19
H -1.38 -3.80 3.50
N 3.36 4.80 -0.81
C 3.84 4.31 0.54
C 3.65 2.80 0.64
N 2.26 2.39 0.39
C 1.79 2.89 -0.92
C 1.94 4.39 -1.06
H 3.97 4.42 -1.54
H 3.45 5.82 -0.86
H 3.26 4.85 1.29
H 4.89 4.59 0.65
H 3.95 2.49 1.64
H 4.29 2.29 -0.08
H 1.66 2.77 1.13
H 0.75 2.61 -1.06
H 2.36 2.37 -1.70
H 1.33 4.93 -0.34
H 1.67 4.72 -2.06
```

Results
Net charge: +3
Spin multiplicity: 5
Energy above the lowest of the compared OMol25 structures with the same formula, charge and spin in kcal per mole: 0.0
Strongest force on any atom in eV Å⁻¹: 0.22
Calculated total energy in eV: -227867.7130
Gap between HOMO and LUMO (alpha / beta) in eV: 8.86 / 5.15

Record 3
Entry from the OMol25 dataset: C27H30FN3O2 as an isolated structure in a non-equilibrium geometry (the ωB97M-V functional and the def2-TZVPD basis).

XYZ file:
```
63
C27H30FN3O2 (the ωB97M-V functional and the def2-TZVPD basis)
C 1.19 0.83 -3.52
C 1.82 1.01 -2.23
C 1.81 2.15 -1.36
N 2.33 1.62 -0.22
C 2.67 0.24 -0.56
C 3.25 -0.51 0.61
C 3.62 -1.86 0.43
C 4.31 -2.50 1.09
C 4.51 -1.99 2.38
C 4.21 -0.77 2.78
C 3.49 0.26 1.86
H 3.12 1.16 1.97
H 4.37 -0.52 3.67
H 5.08 -2.55 3.25
H 4.62 -3.54 0.81
F 3.43 -2.28 -0.84
O 2.34 -0.18 -1.58
C 0.96 3.34 -1.36
N -0.17 3.59 -0.79
C -0.13 3.47 0.83
C -1.47 3.69 1.34
H -1.38 3.69 2.66
H -1.76 4.82 1.26
C -2.55 2.75 1.15
C -2.15 1.46 1.24
O -1.21 1.10 2.31
N -2.91 0.12 0.97
H -3.56 0.68 0.23
C -2.80 -1.13 1.40
C -2.09 -1.84 0.16
C -0.79 -1.42 -0.28
C -0.24 -2.14 -1.47
C -0.93 -2.92 -2.12
C -2.30 -3.35 -1.85
C -2.91 -2.72 -0.71
C -4.25 -2.81 -0.34
C -4.92 -1.98 0.38
C -4.04 -1.71 2.01
H -3.84 -2.63 2.26
H -4.64 -0.94 2.56
H -5.84 -2.44 1.05
H -5.27 -0.99 0.25
H -4.97 -3.16 -1.27
H -4.34 -4.13 0.14
H -2.96 -3.83 -2.52
H -0.35 -3.48 -3.03
H 0.91 -2.03 -1.53
H -0.10 -1.02 0.44
H -1.97 -1.01 2.01
C -2.72 2.85 -0.50
C -1.21 2.55 -1.23
H -1.28 2.60 -2.32
H -0.74 1.53 -1.02
H -3.27 2.02 -0.86
H -2.77 3.74 -0.70
H -3.41 3.06 1.63
H 0.60 4.13 0.93
H 0.22 2.46 1.09
H 0.83 3.72 -2.48
H 1.81 4.15 -0.74
H 0.32 0.12 -3.67
H 1.94 0.34 -4.13
H 0.93 1.80 -4.10
```

Results
Net charge: 0
Energy above the lowest of the compared OMol25 structures with the same formula, charge and spin in kcal per mole: 548.0
Strongest force on any atom in eV Å⁻¹: 19.65
Calculated total energy in eV: -39746.3798
Gap between HOMO and LUMO in eV: 7.65

Record 4
Entry from the OMol25 dataset: an isolated molecule of C27H30N2O6 in a non-equilibrium geometry (the ωB97M-V functional and the def2-TZVPD basis).

XYZ file:
```
65
C27H30N2O6 (the ωB97M-V functional and the def2-TZVPD basis)
C -0.49 -2.32 2.88
C -1.13 -1.90 1.53
O -1.07 -0.41 1.29
C -0.02 0.04 0.79
C 1.08 -0.79 0.25
C 2.11 -0.05 -0.08
N 3.41 -0.73 -0.65
C 3.26 -2.20 -0.82
C 3.76 -3.04 0.41
O 4.80 -2.45 0.81
C 5.03 -1.08 0.97
C 4.63 -0.27 -0.27
C 2.03 1.32 -0.08
O 3.20 2.08 -0.54
C 3.13 3.50 -1.03
C 4.32 3.97 -1.67
C 0.98 2.16 0.07
C -0.15 1.49 0.61
N -1.24 2.07 1.07
C -1.73 3.58 0.84
O -1.07 4.41 0.41
C -3.18 3.38 0.88
O -3.95 2.30 0.95
C -3.72 1.61 -0.36
O -3.31 2.31 -1.26
C -4.13 0.48 -0.47
C -5.43 0.10 0.36
C -5.91 -1.28 0.19
C -5.24 -2.17 -0.15
C -3.91 -1.87 -0.89
C -3.18 -2.96 -1.34
C -1.93 -2.56 -2.35
C -1.38 -1.38 -2.19
C -2.20 -0.57 -1.65
C -3.41 -0.48 -1.05
H -0.91 -1.80 3.60
H 0.36 -2.10 2.84
H -0.62 -3.50 2.97
H -2.29 -2.17 1.56
H -0.87 -2.44 0.75
H 1.21 -1.70 0.78
H 2.09 -2.37 -1.11
H 3.89 -2.23 -1.66
H 3.70 -3.87 0.04
H 2.91 -2.79 1.14
H 6.16 -1.00 1.41
H 4.38 -0.77 2.07
H 4.85 0.81 -0.10
H 5.35 -0.63 -0.94
H 2.23 3.55 -1.65
H 2.95 4.06 -0.17
H 4.50 4.83 -1.83
H 4.39 3.36 -2.45
H 5.19 3.58 -1.11
H 0.97 3.21 -0.07
H -1.94 1.66 1.44
H -3.41 3.99 2.04
H -3.54 4.29 0.14
H -6.01 0.76 0.72
H -6.82 -1.62 0.75
H -5.44 -3.25 -0.25
H -3.51 -4.06 -1.58
H -1.31 -3.41 -2.59
H -0.48 -1.23 -2.58
H -1.93 0.59 -1.61
```

Results
Net charge: 0
SMILES: CCOc1cc(N2CCOCC2)c(OCC)cc1NC(=O)COC(=O)c1cccc2ccccc12
Energy above the lowest of the compared OMol25 structures with the same formula, charge and spin in kcal per mole: 530.3
Strongest force on any atom in eV Å⁻¹: 19.62
Calculated total energy in eV: -43728.3897
Gap between HOMO and LUMO in eV: 4.88